No. 1
# C17H15ORuS6

A molecular structure, C17H15ORuS6 at a distorted geometry (ωB97M-V/def2-TZVPD, the Open Molecules 2025 dataset).

Geometry as XYZ:
```
40
Properties=species:S:1:pos:R:3:nbo_charge:R:1
C -1.83 -3.45 1.48 -0.19
C -1.11 -3.19 -0.81 -0.22
H 2.96 -0.52 0.88 0.22
H 0.80 -1.77 -3.20 0.21
S 1.04 2.95 0.55 0.47
H -4.66 -0.16 -0.13 0.25
H -3.58 -0.11 -1.56 0.25
H 3.35 2.19 -1.67 0.23
S 0.37 2.27 4.68 0.50
C -3.85 0.38 -0.63 -0.81
H -2.57 -1.66 2.43 0.24
C -1.45 -1.84 -0.78 -0.17
H 3.43 1.22 0.65 0.23
H -1.97 -4.07 2.35 0.24
S 0.97 4.63 3.03 0.50
C 1.62 0.13 -3.74 -0.22
S 0.63 4.93 5.95 0.16
C 1.79 -0.83 -1.54 -0.33
C 1.35 -0.89 -2.86 -0.12
C 2.33 1.25 -3.31 -0.17
H -4.14 1.41 -0.79 0.26
C 2.78 1.33 -2.00 -0.21
H 1.67 -1.69 -0.88 0.24
C 0.66 4.01 4.64 -0.58
Ru 0.75 0.81 0.09 0.34
C -2.17 -2.10 1.53 -0.20
H -1.30 -1.21 -1.64 0.23
S 0.43 0.49 2.27 0.39
H 2.54 2.06 -3.99 0.23
C -1.30 -3.98 0.31 -0.17
C 2.56 0.28 -1.09 -0.11
C -1.98 -1.32 0.39 -0.32
H 1.28 0.07 -4.77 0.23
H -0.70 -3.62 -1.72 0.23
H -1.05 -5.04 0.27 0.23
C 0.83 3.12 2.19 -0.45
C 2.80 0.40 0.32 -0.48
C 0.54 1.99 2.98 -0.45
S -2.45 0.39 0.46 1.29
O -1.39 1.15 -0.35 -0.98
```

## Properties
- total charge = +1
- lowest unoccupied orbital energy (alpha / beta) (eV) = -5.35 / -5.30
- highest occupied orbital energy (alpha / beta) (eV) = -10.812 / -10.815
- gap between HOMO and LUMO (alpha / beta) (eV) = 5.5 / 5.5


No. 2
# C17H16CdN3O

A molecular structure, C17H16CdN3O (ωB97M-V/def2-TZVPD, the Open Molecules 2025 dataset).

Geometry as XYZ:
```
38
Properties=species:S:1:pos:R:3:nbo_charge:R:1
H -3.01 0.38 -1.81 0.23
C -0.34 2.34 -1.55 -0.31
H -1.20 1.50 -3.41 0.23
H -2.07 -1.99 -1.43 0.21
C -0.72 2.24 -0.20 -0.48
C 2.83 -3.13 1.03 -0.24
C 0.21 -1.63 -2.88 -0.29
H 0.24 -3.75 -4.57 0.22
C 2.89 -2.63 2.29 -0.21
C -1.24 1.59 -2.33 -0.31
O -0.90 -1.20 3.62 -0.16
H -0.37 2.85 0.61 0.25
H -3.37 -5.63 -3.27 0.23
N 0.69 -1.48 -1.50 -0.46
C -0.80 -2.76 -2.98 0.03
Cd -0.05 0.04 0.07 1.57
H 1.94 -3.11 -1.71 0.22
H 3.28 -4.04 0.65 0.26
C -2.83 -3.82 -2.25 -0.18
H -1.40 -5.57 -4.76 0.23
H 1.94 -0.73 3.10 0.22
C -2.18 0.99 -1.50 -0.31
N -1.22 -0.37 2.91 0.18
H 3.40 -3.03 3.15 0.25
C 2.01 -2.22 0.29 0.23
C -0.62 -3.77 -3.92 -0.24
H -0.23 -0.69 -3.19 0.24
C 2.11 -1.40 2.27 0.17
C -1.91 -2.79 -2.15 -0.25
C -2.65 -4.83 -3.19 -0.20
N 1.61 -1.16 1.07 -0.65
H 1.06 -1.85 -3.53 0.21
C -1.89 1.36 -0.15 -0.51
H 0.49 2.93 -1.92 0.24
C 1.55 -2.32 -1.07 0.08
H -2.56 1.26 0.69 0.25
C -1.54 -4.80 -4.03 -0.19
H -3.70 -3.84 -1.60 0.22
```

## Properties
- total charge = +1
- lowest unoccupied orbital energy (alpha / beta) (eV) = -3.90 / -6.48
- highest occupied orbital energy (alpha / beta) (eV) = -11.288 / -11.274
- gap between HOMO and LUMO (alpha / beta) (eV) = 7.4 / 4.8
- energy relative to the best compared isomer or geometry (same formula, charge and spin) (kJ/mol) = 97.3


No. 3
# C17H16Cl4N2O3

2 unconnected molecules or ions with the total composition C17H16Cl4N2O3 at a distorted geometry (ωB97M-V/def2-TZVPD, the Open Molecules 2025 dataset).

Geometry as XYZ:
```
42
Properties=species:S:1:pos:R:3:nbo_charge:R:1
Cl -2.03 -6.26 -1.30 0.08
C -1.26 -4.83 -0.78 -0.05
Cl -0.86 -4.23 -3.42 0.07
C 2.68 -0.71 2.69 -0.19
C -0.40 -2.62 -1.33 -0.10
C 1.95 -0.26 1.60 0.04
N -0.49 1.85 -1.30 -0.49
C 0.41 1.06 -0.55 0.64
C -2.37 3.32 -0.52 -0.61
H -2.58 4.37 -0.32 0.21
C -0.87 3.16 -0.76 -0.21
H -2.69 2.74 0.36 0.20
C -0.12 0.62 0.74 -0.06
H -0.55 3.92 -1.50 0.20
H -0.57 0.73 -3.05 0.21
C -0.84 -3.87 -1.76 -0.13
H -0.48 1.42 3.13 0.22
H -2.95 3.00 -1.39 0.21
C 0.43 0.83 3.06 0.04
H 0.94 0.87 5.12 0.23
H 0.81 2.14 -4.49 0.21
H 1.71 1.68 -3.01 0.25
O 0.41 -3.24 1.98 -0.54
Cl 0.22 -1.49 -2.45 0.07
C -0.29 -3.39 0.98 0.43
H 2.23 -0.45 0.57 0.28
O 1.54 0.75 -0.97 -0.64
C 2.35 -0.31 3.97 -0.18
C -0.95 -4.62 0.56 -0.18
O -0.94 -1.12 0.45 -0.49
H -1.10 0.98 1.04 0.22
H -0.33 3.35 0.18 0.20
N 0.79 0.45 1.79 -0.27
H -1.27 2.37 -3.13 0.19
C -0.54 -2.24 0.03 0.28
C 0.88 2.27 -3.40 -0.64
H 2.95 -0.63 4.82 0.23
H 3.51 -1.39 2.47 0.24
H 1.03 3.33 -3.19 0.20
C -0.41 1.79 -2.78 -0.21
C 1.23 0.50 4.14 -0.23
Cl -1.16 -5.83 1.73 0.07
```

## Properties
- lowest unoccupied orbital energy (eV) = -1.62
- highest occupied orbital energy (eV) = -6.717
- gap between HOMO and LUMO (eV) = 5.1
- energy relative to the best compared isomer or geometry (same formula, charge and spin) (kJ/mol) = 218.3


No. 4
# C17H16F6IN2O2PW

A molecular structure, C17H16F6IN2O2PW at a distorted geometry (ωB97M-V/def2-TZVPD, the Open Molecules 2025 dataset).

Geometry as XYZ:
```
46
Properties=species:S:1:pos:R:3:lowdin_charge:R:1
C -2.45 0.65 -1.75 -0.22
O 0.80 1.25 1.12 -0.26
H 5.24 1.47 3.87 0.14
H 2.99 -1.92 1.61 0.17
W -0.16 0.09 0.14 1.95
F -1.96 0.12 4.09 0.04
H -1.09 -2.25 -3.10 0.17
H -3.65 2.40 -1.26 0.16
O -1.74 0.74 -0.69 -0.17
F -0.22 -0.61 2.72 -0.13
C 1.98 1.35 1.82 -0.28
F -3.28 -0.65 2.26 0.00
C 1.13 -2.63 0.04 -0.13
H 0.34 -3.38 -1.81 0.15
C -4.24 1.50 -3.12 0.04
N -0.26 -1.37 -1.48 -0.08
C 4.33 1.42 3.29 0.01
H -5.03 2.21 -3.32 0.15
P -1.83 -0.62 2.77 0.35
H 0.46 2.38 -1.29 0.03
C 2.36 2.54 2.36 0.06
C -3.99 0.44 -4.03 0.11
H -2.80 -1.33 -4.48 0.15
C 3.55 2.57 3.10 0.05
C -3.49 1.61 -1.99 0.11
C 2.35 -1.06 1.40 -0.03
H -4.58 0.36 -4.93 0.15
F -1.80 -2.09 3.20 0.00
C 3.92 0.23 2.73 0.05
C -2.97 -0.53 -3.77 0.08
F -1.61 0.79 1.80 -0.21
F -1.41 -1.34 0.80 -0.34
C -1.13 -1.41 -2.41 0.01
H 2.03 -3.23 0.13 0.15
C -2.19 -0.43 -2.66 -0.09
H 4.50 -0.67 2.88 0.15
H 1.61 -2.16 -2.00 0.12
H 1.75 3.42 2.23 0.15
H 3.87 3.50 3.54 0.14
H 0.33 -3.12 0.61 0.14
N 1.34 -1.28 0.59 -0.15
I 2.70 0.97 -1.59 1.09
H 0.21 1.06 -2.48 0.00
C 0.75 -2.46 -1.40 -0.13
C 2.73 0.17 1.97 -0.16
C 0.61 1.33 -1.51 -0.69
```

## Properties
- expectation value of S² = 0.78
- total charge = +3
- lowest unoccupied orbital energy (alpha / beta) (eV) = -12.38 / -13.33
- highest occupied orbital energy (alpha / beta) (eV) = -18.508 / -18.416
- gap between HOMO and LUMO (alpha / beta) (eV) = 6.1 / 5.1
- spin multiplicity = 2
- energy relative to the best compared isomer or geometry (same formula, charge and spin) (kJ/mol) = 0.0


no.,DFT total energy (eV)
1,-87505.924
2,-28960.249
3,-77096.832
4,-60460.108